Record 1
DFT (ωB97M-V/def2-TZVPD) results for C4H5NO3 as an isolated structure.

## Properties
ΔE to the lowest compared entry with this formula, charge and spin	4.978	eV
spin multiplicity	1
charge	0
LUMO	0.1	eV
HOMO level	-8.57	eV

```
13
Properties=species:S:1:pos:R:3:nbo_charge:R:1
O 0.27 -0.78 1.21 -0.479
O 0.03 1.05 -0.40 -0.496
O -1.12 2.07 -2.05 -0.559
N -0.64 -0.21 -2.02 -0.541
C -0.31 -0.97 -1.03 -0.218
C -0.82 1.03 -1.53 0.832
C 0.95 0.08 2.11 -0.302
C 0.05 -0.34 -0.03 0.541
H 0.18 0.44 3.01 0.205
H 1.72 -0.71 2.57 0.192
H 1.78 0.82 1.80 0.223
H -1.85 -0.52 -2.61 0.382
H -0.23 -1.98 -1.02 0.220
```

***

Record 2
DFT (ωB97M-V/def2-TZVPD) results for C4H5NO3 as an isolated structure.

## Properties
ΔE to the lowest compared entry with this formula, charge and spin	4.913	eV
spin multiplicity	1
charge	0
LUMO	-0.8	eV
HOMO level	-10.19	eV

```
13
Properties=species:S:1:pos:R:3:nbo_charge:R:1
O -2.74 0.73 -0.63 -0.580
O -0.87 1.00 0.64 -0.432
O -0.34 -1.29 0.89 -0.330
N 0.40 -0.16 1.01 0.167
C 1.33 0.07 0.00 -0.127
C -1.75 0.35 -0.06 0.743
C 2.10 1.15 0.04 -0.307
C -1.31 -1.16 -0.14 -0.209
H 1.43 -0.71 -0.75 0.211
H 1.94 1.92 0.77 0.219
H -2.13 -1.84 0.09 0.231
H -0.91 -1.35 -1.14 0.199
H 2.87 1.31 -0.71 0.214
```